(1)
74
Properties=species:S:1:pos:R:3:forces:R:3:mulliken_charge:R:1 method="wB97M-V/def2-TZVPD" homo_energy_ev=-6.993 e_above_lowest_kcal_mol=1.9 lumo_energy_ev=0.418 total_energy_ha=-7518.520448 spin_multiplicity=1 max_force_ev_per_a=1.0
Ca -0.1437 -0.4077 0.2148 0.363 0.714 0.600 1.278
C -1.8230 2.3701 -0.7897 -0.101 0.010 -0.095 -1.401
N -0.7080 2.1868 0.1168 0.116 0.093 0.182 0.100
C 0.4459 3.0542 -0.0139 0.046 -0.037 -0.076 -1.106
C 1.7107 2.2811 -0.2466 0.205 0.109 -0.197 0.245
N 1.7877 1.0304 -0.6029 -0.143 -0.207 0.190 0.163
C 3.1420 0.7574 -0.7392 0.312 0.300 0.035 0.177
C 3.7969 -0.4094 -1.1205 -0.031 -0.018 0.004 -0.480
C 5.1772 -0.3785 -1.1838 0.026 -0.116 -0.026 -0.778
C 5.9032 0.7790 -0.8812 -0.013 0.109 0.027 -0.437
C 5.2677 1.9504 -0.5112 0.031 0.067 0.039 -1.084
C 3.8824 1.9148 -0.4480 -0.084 -0.275 -0.135 0.586
N 2.9334 2.8758 -0.1585 -0.071 0.008 0.010 -0.039
C -1.9000 1.2654 -1.8014 -0.183 -0.046 -0.186 0.487
N -1.0261 0.3078 -1.9302 0.011 -0.013 -0.110 0.004
C -1.4630 -0.4740 -2.9929 -0.372 0.173 -0.290 -0.142
C -0.9051 -1.6093 -3.5702 0.025 0.008 0.046 -0.414
C -1.5778 -2.1841 -4.6301 0.085 -0.076 0.016 -0.742
C -2.7808 -1.6542 -5.1113 -0.057 0.042 -0.014 -0.414
C -3.3474 -0.5239 -4.5520 -0.082 0.034 -0.003 -1.099
C -2.6637 0.0541 -3.4913 0.303 -0.184 0.047 0.932
N -2.9131 1.1686 -2.7080 0.028 0.080 0.008 -0.103
H -2.7591 2.3759 -0.2261 0.041 -0.015 0.051 0.432
H -1.7567 3.3240 -1.3272 -0.001 0.013 0.041 0.424
H -1.0476 2.1133 1.0702 -0.033 0.012 -0.026 0.218
H 0.3146 3.7363 -0.8609 -0.012 0.015 0.027 0.393
H 0.5902 3.6739 0.8768 -0.053 -0.002 -0.001 0.379
H 3.2404 -1.3084 -1.3516 0.018 0.015 -0.008 0.506
H 5.7181 -1.2704 -1.4732 -0.037 -0.004 -0.001 0.416
H 6.9833 0.7601 -0.9442 -0.006 -0.011 0.006 0.384
H 5.8226 2.8515 -0.2814 0.023 -0.030 -0.019 0.390
H 3.1151 3.8058 0.1719 -0.039 0.034 0.027 0.243
H 0.0090 -2.0356 -3.1778 -0.015 -0.020 -0.003 0.455
H -1.1778 -3.0783 -5.0902 0.009 0.013 0.011 0.428
H -3.2787 -2.1424 -5.9389 -0.005 0.006 0.009 0.394
H -4.2803 -0.1157 -4.9201 0.017 -0.012 -0.017 0.397
H -3.7269 1.7546 -2.7547 0.004 0.056 0.031 0.218
Br 2.0498 -2.6001 1.1873 -0.261 -0.012 -0.260 -0.184
C 1.3146 -3.9314 -0.0038 0.297 -0.073 0.113 0.346
C 2.1073 -5.0165 -0.2436 0.075 0.119 0.093 -0.698
C 1.6213 -6.0625 -1.0504 -0.128 -0.043 -0.085 -0.560
C 0.3508 -5.9967 -1.5459 0.064 -0.056 -0.001 -0.905
C -0.4821 -4.8839 -1.2782 0.112 0.101 0.112 1.173
C -1.8219 -4.8616 -1.7266 -0.132 0.049 -0.038 -0.879
C -2.6277 -3.8027 -1.4183 0.009 -0.076 -0.061 -1.069
C -2.0995 -2.6923 -0.7272 0.102 0.020 0.115 -0.536
C -0.7915 -2.6056 -0.2848 -0.107 -0.831 -0.105 -0.793
C 0.0025 -3.7714 -0.5178 -0.256 -0.130 -0.157 1.103
H 3.0942 -5.0797 0.1946 -0.007 0.011 -0.005 0.419
H 2.2531 -6.9183 -1.2495 -0.008 -0.002 -0.004 0.375
H -0.0522 -6.8082 -2.1422 0.024 -0.008 0.010 0.355
H -2.1964 -5.7037 -2.2984 0.000 -0.009 0.024 0.335
H -3.6676 -3.8012 -1.7272 0.010 -0.010 -0.028 0.421
H -2.7789 -1.8593 -0.5418 0.010 0.002 -0.028 0.334
C 1.3367 -0.9488 6.6154 -0.027 0.128 0.073 -1.412
C 1.5572 0.5533 6.7837 0.030 -0.039 -0.214 0.779
C 3.0168 0.9280 6.5363 -0.091 0.000 0.066 -1.437
C 0.6079 1.3683 5.8908 0.138 -0.047 0.410 -1.302
N 0.8311 1.1524 4.4746 -0.119 -0.168 -0.296 0.783
C 0.3514 0.2050 3.6618 0.161 0.110 0.152 -0.819
N 0.8623 0.3960 2.4694 0.058 0.014 -0.081 0.304
N 1.6536 1.4802 2.5657 0.037 0.152 0.099 0.044
N 1.6385 1.9496 3.7574 0.025 -0.072 0.033 -0.997
H 1.9595 -1.5004 7.3196 -0.005 -0.027 -0.017 0.415
H 1.6091 -1.2754 5.6098 0.005 -0.035 0.001 0.301
H 0.2951 -1.2200 6.8001 0.013 -0.039 -0.022 0.361
H 1.2962 0.8288 7.8093 -0.038 0.021 0.003 0.310
H 3.3220 0.6650 5.5223 0.018 0.008 -0.009 0.281
H 3.6642 0.3913 7.2304 0.012 0.007 -0.009 0.431
H 3.1798 1.9982 6.6723 0.028 -0.006 -0.022 0.359
H 0.7534 2.4327 6.0680 -0.059 0.013 -0.048 0.377
H -0.4285 1.1113 6.1071 -0.029 0.030 -0.055 0.475
H -0.3547 -0.5579 3.9394 -0.022 0.022 -0.027 0.664
Br -2.4321 0.1818 1.8934 -0.267 0.030 0.073 -0.569



(2)
62
Properties=species:S:1:pos:R:3:forces:R:3:mulliken_charge:R:1 method="wB97M-V/def2-TZVPD" homo_energy_ev=-1.045 e_above_lowest_kcal_mol=0.0 lumo_energy_ev=3.364 total_energy_ha=-3494.066135 charge=-2 spin_multiplicity=1 max_force_ev_per_a=8.9
O 11.1316 10.4180 7.2106 -0.118 0.204 -0.144 -0.688
V 11.1264 11.4554 8.4097 1.115 1.426 2.593 1.297
O 9.6647 11.5239 9.0515 1.397 -0.591 -1.049 -0.575
O 11.1683 11.9585 12.5304 0.021 0.071 0.247 -0.721
V 11.0024 13.3663 11.7716 2.525 2.082 -1.267 1.350
O 9.5574 13.3606 11.1162 -0.390 0.326 0.354 -0.525
C 13.2673 12.7484 9.3869 -0.058 2.262 -0.785 0.908
O 11.9921 12.8741 9.8134 -2.422 -1.376 0.329 -0.409
O 14.0058 13.7044 9.4873 0.849 -1.009 0.222 -0.581
O 13.4029 11.6856 8.6478 -1.329 -1.267 -0.306 -0.835
C 12.5905 15.5963 11.9564 3.769 -2.992 -7.490 0.722
O 13.5774 16.2631 11.4906 -0.970 1.450 3.283 -0.780
O 12.8265 14.3959 12.4575 -1.305 -0.793 3.068 -0.642
O 11.5768 15.4938 11.1247 -3.448 0.484 1.641 -0.635
C 13.1498 8.4069 14.4737 -0.883 0.162 -0.170 -1.391
C 13.3177 8.9613 13.0673 0.642 0.026 0.563 1.009
C 14.0608 10.2794 13.0892 -0.257 1.028 0.034 -1.077
O 14.0813 8.0220 12.2985 -0.227 -0.328 -0.020 -0.610
H 12.6166 9.1841 15.0289 0.418 0.076 0.282 0.268
H 14.1002 8.1370 14.9300 0.014 0.106 0.070 0.390
H 12.4481 7.5688 14.5181 0.325 -0.278 -0.239 0.334
H 12.3154 9.0944 12.6491 0.094 0.109 -0.222 -0.028
H 13.5285 11.0827 13.6057 -0.408 -0.197 -0.148 0.219
H 14.1787 10.6580 12.0703 0.159 -0.006 0.012 0.177
H 15.0301 10.2672 13.5945 0.114 -0.586 -0.211 0.374
H 14.3731 8.4794 11.5035 -0.045 0.021 -0.019 0.355
C 8.0873 11.6925 14.1371 -0.082 0.228 0.048 -1.173
C 8.2410 10.2199 13.7617 -0.959 1.206 0.558 0.669
C 8.9971 9.4412 14.8172 0.238 -0.047 0.122 -1.217
O 6.9111 9.6904 13.6052 0.051 -0.571 -0.482 -0.609
H 9.0613 12.1112 14.3874 -0.073 0.249 -0.201 0.137
H 7.3858 11.8821 14.9633 0.237 -0.517 0.324 0.490
H 7.6194 12.2382 13.3169 0.483 0.041 -0.253 0.343
H 8.7016 10.2533 12.7758 0.104 -0.615 0.019 0.132
H 10.0684 9.6469 14.8002 -0.003 0.016 -0.201 0.116
H 8.8311 8.3684 14.7112 0.082 -0.007 -0.103 0.383
H 8.6540 9.7404 15.8144 -0.139 -0.047 -0.026 0.320
H 6.4382 9.8091 14.4337 0.132 0.114 0.079 0.354
C 8.3158 15.4583 15.0550 0.300 -0.055 -0.398 -1.358
C 9.2986 15.6778 13.9063 0.322 0.291 0.335 0.644
C 10.2257 16.8846 14.0694 -1.123 0.437 0.117 -1.343
O 10.1124 14.5177 13.7512 -0.485 -0.503 -0.425 0.019
H 7.7348 14.5555 14.8646 -0.018 -0.004 0.022 0.258
H 7.6377 16.3118 15.1017 0.026 0.001 0.310 0.429
H 8.8729 15.3202 15.9865 -0.183 0.182 0.144 0.341
H 8.7149 15.8348 12.9993 0.239 -0.420 -0.225 0.011
H 11.0456 16.7034 14.7634 0.224 -0.236 -0.293 0.317
H 9.6627 17.7208 14.5067 -0.058 0.016 -0.139 0.437
H 10.5316 17.1736 13.0658 0.638 -0.040 0.177 0.272
H 10.5348 14.3605 14.6016 0.400 -0.122 -0.217 0.152
C 7.5189 14.8572 8.8648 -0.917 -1.081 0.454 -1.307
C 8.1293 15.6775 7.7541 -1.000 -0.279 0.321 0.637
C 7.8827 15.0465 6.3930 0.488 -0.275 -0.263 -1.238
O 7.5025 16.9722 7.7405 0.426 0.448 -0.153 -0.584
H 8.0473 13.9254 9.0760 0.428 0.299 0.180 0.163
H 6.5025 14.4831 8.6501 0.012 0.339 -0.575 0.422
H 7.3660 15.4032 9.7967 0.681 0.136 0.031 0.374
H 9.1889 15.7815 7.9905 0.011 0.390 -0.251 0.291
H 8.1623 15.7361 5.5948 -0.071 0.086 0.050 0.335
H 6.8304 14.7751 6.2836 -0.037 0.127 0.008 0.271
H 8.4668 14.1362 6.2304 0.007 -0.022 0.210 0.289
H 6.6256 16.8949 8.1231 0.035 -0.178 0.067 0.314



(3)
12
Properties=species:S:1:pos:R:3:forces:R:3:mulliken_charge:R:1 method="wB97M-V/def2-TZVPD" homo_energy_ev=-8.853 e_above_lowest_kcal_mol=256.4 lumo_energy_ev=-0.500 total_energy_ha=-231.817654 spin_multiplicity=1 max_force_ev_per_a=4.5
C -0.0797 0.1906 -0.2785 0.704 1.480 -0.029 -0.225
C -2.6118 -2.8957 0.0033 3.080 -0.958 0.291 -0.324
C 0.8472 1.1017 0.3930 0.965 0.391 1.956 0.145
C 1.5620 1.2385 1.5141 0.093 1.429 -2.999 -0.706
C -0.6493 -0.8875 -0.0625 -1.684 -2.068 0.247 0.058
C 0.6257 1.3397 -0.9901 -2.975 0.980 1.645 -0.293
H 2.3832 1.9923 1.4601 -0.880 -0.698 0.600 0.227
H 1.3584 0.5933 2.3050 0.056 -0.725 1.398 0.307
H -1.6006 -3.2048 -0.5357 -1.675 0.102 1.080 0.151
H -3.0839 -2.4726 -0.8441 -0.992 0.999 -1.343 0.183
H 1.3210 0.9424 -1.5698 3.065 -1.209 -3.029 0.250
H -0.0723 2.0620 -1.3948 0.244 0.277 0.184 0.229